(1)
Density functional theory data (ωB97M-V/def2-TZVPD) for a structure of composition C31H46BiBrF6N5O4.

Values from the calculation:
Total charge ... +1
HOMO-LUMO gap ... 7.94 eV
Energy above the lowest of the compared OMol25 structures with the same formula, charge and spin ... 12.3 kcal/mol

Cartesian coordinates (Å):
Bi 0.03707 1.53826 1.31369
C -1.08437 -0.44413 3.95363
C -1.90194 -0.71578 2.68926
N -2.05987 0.48800 1.85365
C -3.04725 1.49409 2.29016
C -2.50451 2.35400 3.42965
N -1.13518 2.78968 3.11983
C -0.21058 2.84594 4.26482
C 0.36196 1.44216 4.65586
N 0.09303 0.38970 3.66202
H -0.78749 -1.40281 4.38786
H -1.69988 0.04733 4.70304
H -2.87743 -1.13064 2.95951
H -1.38327 -1.45280 2.07463
H -2.25828 0.22261 0.89027
H -3.98280 1.01935 2.59511
H -3.24413 2.13066 1.42446
H -2.49802 1.80468 4.36652
H -3.16410 3.21150 3.56856
H -1.15418 3.67014 2.61085
H -0.69659 3.29299 5.13377
H 0.60601 3.50680 3.98473
H -0.02677 1.14535 5.63114
H 1.44130 1.53939 4.77260
H 0.91669 -0.23121 3.55413
C 0.43160 -1.61787 -6.30119
C 0.94658 -2.15229 -4.96350
C 2.48186 -2.14752 -4.99913
C 0.44765 -3.59599 -4.78899
C 0.44653 -1.31776 -3.78529
C 0.91885 -1.57457 -2.50256
C 0.42089 -0.83677 -1.45402
Br 1.07842 -1.27860 0.30187
C -0.54194 0.17733 -1.56195
O -1.00895 0.81144 -0.47119
C -1.03840 0.42850 -2.85354
C -0.51608 -0.32569 -3.90961
C -2.13580 1.45009 -3.22224
C -1.55474 2.47067 -4.21869
C -2.72685 2.23316 -2.04290
C -3.30280 0.70117 -3.88945
H 0.83699 -2.22553 -7.11275
H 0.74553 -0.58324 -6.46754
H -0.65830 -1.66987 -6.36555
H 2.83348 -2.69889 -5.87491
H 2.91273 -2.62514 -4.11613
H 2.86851 -1.12685 -5.05969
H 0.77568 -4.21200 -5.63126
H -0.64414 -3.62686 -4.74612
H 0.83825 -4.04279 -3.87090
H 1.66323 -2.33934 -2.31642
H -0.89301 -0.10852 -4.89976
H -0.67382 2.96636 -3.80531
H -2.30484 3.23345 -4.44479
H -1.26613 1.99982 -5.16090
H -1.97012 2.76286 -1.46659
H -3.27054 1.57300 -1.36141
H -3.43823 2.96140 -2.44162
H -3.00653 0.20955 -4.81792
H -4.10082 1.40913 -4.12957
H -3.71099 -0.05926 -3.21795
C -0.68939 5.54844 -0.71710
C 0.14084 4.46600 -0.03362
O -0.65961 3.52518 0.58041
C 1.01631 5.13031 1.05845
F 1.76144 4.20860 1.72914
F 0.21574 5.69744 1.98614
F 1.84799 6.06135 0.60651
C 1.03406 3.80317 -1.10964
F 1.76744 4.67330 -1.79667
F 1.88432 2.88570 -0.56522
F 0.26367 3.12483 -1.96981
H -1.37930 5.96256 0.01528
H -1.26743 5.09326 -1.52008
H -0.06590 6.34316 -1.12160
O -0.55022 -6.44751 2.21038
C 0.82145 -6.69387 1.93800
N 1.53986 -5.46251 2.12691
C 2.41247 -5.27304 3.15799
O 2.81343 -6.15546 3.88649
C 2.87320 -3.85308 3.33762
C 4.20511 -3.57816 3.60720
C 4.59329 -2.26359 3.79362
C 3.62904 -1.26962 3.72946
N 2.33690 -1.52393 3.50154
C 1.97897 -2.79815 3.30573
H -0.95252 -7.24356 2.56992
H 0.94429 -7.03097 0.91045
H 1.25343 -7.42221 2.61781
H 1.24626 -4.67197 1.57817
H 4.91679 -4.39378 3.67174
H 5.62588 -2.00819 3.99168
H 3.89801 -0.22845 3.87094
H 0.92095 -2.98307 3.13184

(2)
Density functional theory data (ωB97M-V/def2-TZVPD) for the molecule CH5N.

Values from the calculation:
HOMO-LUMO gap ... 10.52 eV
Energy above the lowest of the compared OMol25 structures with the same formula, charge and spin ... 0.2 kcal/mol
SMILES string ... CN

Cartesian coordinates (Å):
C -0.51665 0.15638 -0.20470
N 0.89685 -0.15796 0.00678
H -1.18602 -0.26187 0.55915
H -0.83386 -0.22869 -1.16662
H -0.63707 1.23225 -0.19081
H 1.26067 0.39767 0.77049
H 1.01608 -1.13777 0.22571

(3)
Density functional theory data (ωB97M-V/def2-TZVPD) for a cluster of 2 separate species, C4H12OS2 in total in a non-equilibrium geometry.

Values from the calculation:
Total charge ... +1
HOMO-LUMO gap (spin up / spin down) ... 9.32 / 5.91 eV
Spin multiplicity ... 2
Energy above the lowest of the compared OMol25 structures with the same formula, charge and spin ... 71.4 kcal/mol

Cartesian coordinates (Å):
C -1.26483 1.47804 -0.75077
C 0.21474 1.48640 -1.29877
C -1.96345 0.17674 -0.38583
S -1.51760 -0.23043 1.41539
S -0.75905 -2.16467 0.97179
C 0.79909 -2.40049 0.22088
H -1.31506 2.34464 -0.04708
H -1.98012 2.21820 -1.35379
H 0.89603 0.73689 -0.87893
H 0.24367 1.22245 -2.39544
H 0.63089 2.36637 -1.10449
H -2.92474 0.10605 -0.36655
H -1.36586 -0.54459 -1.15706
H 0.85142 -1.75957 -0.62962
H 1.57087 -2.29179 0.82818
H 0.74680 -3.43420 -0.03406
H 1.80074 0.05266 2.91847
H 3.21260 0.27650 2.05043
O 2.12386 0.36080 1.99723

(4)
Density functional theory data (ωB97M-V/def2-TZVPD) for a structure of composition C12H8Cl3GeIrN2O2S3.

Values from the calculation:
Total charge ... -2
HOMO-LUMO gap ... 5.55 eV
Energy above the lowest of the compared OMol25 structures with the same formula, charge and spin ... 0.0 kcal/mol

Cartesian coordinates (Å):
Ir -0.85378 -0.70886 0.04891
S -0.93054 -0.73926 2.37311
C 0.76722 -0.69857 2.83238
C 1.08708 -0.60268 4.19040
C 2.39959 -0.56309 4.63278
C 3.43445 -0.61771 3.70382
C 3.13125 -0.71313 2.35474
C 1.81153 -0.75983 1.89409
S 1.50845 -0.91923 0.17257
H 0.27114 -0.55768 4.90428
H 2.61234 -0.48780 5.69381
H 4.46966 -0.58521 4.02652
H 3.92930 -0.75776 1.62104
O -0.67164 -0.60338 -2.05357
N -0.49633 0.62919 -2.52836
C -0.38723 0.71577 -3.87117
C -0.21740 1.91105 -4.50841
C -0.16497 3.07632 -3.72838
C -0.28207 2.97434 -2.37121
C -0.45409 1.72932 -1.72510
S -0.61526 1.59064 -0.03538
H -0.45454 -0.24265 -4.36235
H -0.13720 1.93336 -5.58534
H -0.04058 4.04598 -4.19395
H -0.25724 3.84735 -1.73394
O -1.19309 -5.12496 -0.07941
C -1.11911 -3.91874 -0.05705
N -1.03839 -2.74953 -0.04413
Cl -3.77108 0.76763 -2.06326
Ge -3.24596 -0.43182 -0.21886
Cl -4.46829 0.70133 1.25943
Cl -4.62322 -2.14041 -0.54802

(5)
Density functional theory data (ωB97M-V/def2-TZVPD) for a cluster of 4 separate species, C24H25BrCl6O2 in total.

Values from the calculation:
HOMO-LUMO gap ... 8.08 eV
Energy above the lowest of the compared OMol25 structures with the same formula, charge and spin ... 0.0 kcal/mol
SMILES string ... Cc1ccccc1CC1=C(Br)C(=O)c2ccccc2C1=O.ClCCCl.ClCCCl.ClCCCl

Cartesian coordinates (Å):
C -1.09880 4.26416 -4.53050
C -0.69870 2.95906 -5.17849
C -1.29714 2.64553 -6.40295
C -0.98495 1.46243 -7.05496
C -0.06924 0.57942 -6.49845
C 0.53076 0.88778 -5.28942
C 0.23261 2.07291 -4.62227
C 0.92984 2.37804 -3.31751
C 0.80638 1.30565 -2.26467
C -0.30249 0.86372 -1.67403
Br -2.01617 1.54724 -2.08003
C -0.25184 -0.20059 -0.62657
O -1.10741 -1.03103 -0.51137
C 0.95930 -0.13126 0.23276
C 0.95319 -0.48806 1.57501
C 2.13251 -0.35881 2.29527
C 3.30002 0.11229 1.70415
C 3.31698 0.43833 0.35161
C 2.13284 0.31190 -0.36663
C 2.09019 0.67706 -1.80546
O 3.00026 0.47804 -2.56022
H -1.57396 4.91636 -5.25501
H -0.21185 4.77754 -4.16091
H -1.75012 4.09089 -3.67831
H -2.00647 3.34289 -6.82347
H -1.45522 1.22410 -7.99827
H 0.13221 -0.33925 -7.02905
H 1.23869 0.20108 -4.84253
H 0.63703 3.32591 -2.87711
H 1.99550 2.45469 -3.53500
H 0.04734 -0.85744 2.02822
H 2.14165 -0.61120 3.34611
H 4.20442 0.22768 2.28189
H 4.20100 0.78860 -0.15885
Cl -0.52617 -3.70336 4.56001
C -1.83734 -2.55181 4.95166
C -2.90356 -2.52166 3.88815
Cl -2.31512 -1.80754 2.36314
H -1.38479 -1.57062 5.09979
H -2.27548 -2.87925 5.89342
H -3.73749 -1.90752 4.22712
H -3.27472 -3.51875 3.66523
Cl -4.28328 1.28061 5.65265
C -3.25015 2.34079 4.65740
C -2.25877 1.55143 3.84487
Cl -1.02372 0.77458 4.87370
H -2.75526 3.04578 5.32034
H -3.90856 2.89428 3.99021
H -1.72948 2.21041 3.15841
H -2.74711 0.77223 3.26586
Cl 3.64025 -6.57857 1.87077
C 2.68130 -5.36926 2.76309
C 2.12643 -4.29923 1.85997
Cl 3.39951 -3.24382 1.19514
H 3.31557 -4.94478 3.53723
H 1.86087 -5.90330 3.24029
H 1.44929 -3.65908 2.42475
H 1.57939 -4.72723 1.02381

(6)
Density functional theory data (ωB97M-V/def2-TZVPD) for a structure of composition C17H18FN5O3S in a non-equilibrium geometry.

Values from the calculation:
HOMO-LUMO gap ... 8.23 eV

Cartesian coordinates (Å):
C -0.80620 -0.79079 2.45938
N -0.34502 0.58598 1.98439
C 0.87167 1.09023 2.30733
N 1.13431 2.29935 1.88980
N 0.14806 2.71258 1.15481
C -0.69364 1.47867 1.28641
C -1.94336 1.36771 0.59758
C -1.90174 2.40012 -0.76436
C -3.00142 2.41162 -1.54937
C -4.19894 1.56216 -1.21058
C -4.03014 0.51708 -0.26134
C -2.84476 0.62907 0.59388
H -3.02621 0.16464 1.59442
H -4.98652 -0.05007 -0.00192
F -5.18868 1.65234 -2.05573
H -3.15688 2.93474 -2.24520
H -1.23334 3.02449 -0.75855
S 2.05083 0.23986 3.65059
C 3.59650 0.47779 2.44215
C 4.01336 -1.03749 2.18831
O 4.99183 -1.48468 2.64533
N 3.30228 -1.72208 1.22042
C 2.40642 -1.07175 0.17867
O 2.20874 0.03981 0.16610
C 1.84585 -1.92071 -0.85435
N 0.69639 -1.40059 -1.58448
C -0.63742 -1.34460 -1.19800
O -1.09710 -2.05747 -0.55094
C -1.21712 -0.83728 -2.39464
H -1.63060 -1.54594 -3.16769
C -0.05571 0.07839 -3.19557
H -0.02243 1.18440 -2.61994
H -0.20363 0.20892 -4.19487
C 1.16170 -0.58255 -2.59542
H 1.49449 -1.33376 -3.41683
H 2.00228 -0.13951 -2.61056
H -2.04303 -0.04057 -2.28754
H 2.33229 -2.81650 -1.07207
H 1.14358 -2.72761 0.01580
H 3.53013 -2.68411 1.07849
H 3.25822 1.08713 1.87564
H 4.42192 0.60345 3.38869
H -1.48007 -0.63772 3.25697
H 0.07055 -1.24002 3.07348
H -0.93744 -1.28476 1.54132

(7)
Density functional theory data (ωB97M-V/def2-TZVPD) for a structure of composition C19H36NO2 in a non-equilibrium geometry.

Values from the calculation:
Total charge ... +1
HOMO-LUMO gap ... 8.92 eV
Energy above the lowest of the compared OMol25 structures with the same formula, charge and spin ... 450.8 kcal/mol

Cartesian coordinates (Å):
C -4.53740 -1.30926 -1.43704
N -4.45977 -0.37328 -0.39743
C -3.27750 -0.49424 0.44858
H -3.38511 -1.64952 0.80720
H -3.46545 -0.10467 1.19139
C -2.12457 -0.42556 -0.15316
O -2.04043 -0.12013 -1.18466
O -1.14390 -0.55078 0.53605
C 0.21239 -0.37346 0.14514
C 1.12285 -1.47081 1.02302
H 1.85900 -0.73001 1.54097
H 0.32852 -1.71286 1.71856
C 1.62867 -2.78170 0.08785
H 1.87612 -3.32734 0.91970
C 2.83111 -2.32228 -0.78736
H 2.59873 -1.45398 -1.14781
C 4.19102 -2.33200 0.17903
H 4.05675 -2.85924 1.09367
H 5.07241 -2.45271 -0.55355
C 4.52326 -0.70782 0.68035
H 3.67662 -0.26401 0.97206
H 5.23706 -0.75079 1.45458
C 5.06214 0.23200 -0.52849
H 4.32701 0.13274 -1.26490
C 5.29335 1.74974 -0.40975
H 5.58835 1.64030 0.89351
H 6.19812 1.76158 -0.68122
C 4.20602 2.72924 -0.52592
H 3.86624 2.48385 -1.45061
H 4.59200 3.52853 -0.21962
C 2.87953 2.50321 0.24991
H 2.33130 3.33224 0.25138
H 3.13963 2.10920 1.33567
C 1.90141 1.26129 -0.37844
H 1.56814 1.71039 -1.32058
H 2.51506 0.67517 -0.50225
C 0.71894 1.05782 0.31914
H 0.90478 1.20110 1.81968
H -0.15022 1.76554 0.25267
H 5.90067 -0.17722 -0.82771
H 3.03123 -3.22444 -1.18683
H 0.66369 -2.88481 -0.20982
H 0.20034 -0.64366 -0.80609
C -4.73559 0.90807 -0.83181
H -5.51142 1.15210 -1.74895
C -5.04014 1.77732 0.33074
H -4.29126 2.14158 0.97057
H -5.67375 2.53347 0.05336
C -5.98590 0.91645 1.05933
H -5.77309 0.81756 2.23381
H -7.03589 1.15314 1.17361
C -5.83257 -0.45737 0.36102
H -6.50107 -0.58663 -0.37682
H -5.72970 -1.44884 1.17068
H -3.60198 1.31005 -1.11633
H -5.42347 -1.07049 -1.93927
H -4.60612 -2.39427 -1.21990
H -3.77616 -1.12947 -2.06686

(8)
Density functional theory data (ωB97M-V/def2-TZVPD) for a structure of composition C24H51AsBrCoN5PS2Si3.

Values from the calculation:
Total charge ... +4
HOMO-LUMO gap (spin up / spin down) ... 8.98 / 5.97 eV
Spin multiplicity ... 5
Energy above the lowest of the compared OMol25 structures with the same formula, charge and spin ... 8.4 kcal/mol

Cartesian coordinates (Å):
Co 0.31137 -0.12251 0.00765
C 3.74014 1.47885 -4.16909
C 3.32038 1.61756 -2.72939
C 4.00296 2.43111 -1.82750
C 3.57292 2.54543 -0.50945
C 2.45517 1.83063 -0.14806
Br 1.78176 1.89624 1.62529
N 1.77290 1.03724 -0.97518
C 2.21363 0.93587 -2.24314
H 4.68076 1.99097 -4.35809
H 2.98766 1.91229 -4.83103
H 3.85694 0.43147 -4.45017
H 4.87834 2.98350 -2.15154
H 4.09079 3.16990 0.20668
H 1.63857 0.28590 -2.89171
C -1.05594 4.07844 -1.11550
Si -1.68109 4.17216 0.60330
C -3.41877 4.60758 0.88284
C -0.51487 4.63960 1.92551
As -1.68826 1.13869 0.72335
Si -3.65119 0.60762 -0.77748
C -3.88540 -1.16080 -0.29182
C -2.93311 0.90862 -2.45769
C -5.12878 1.63114 -0.38562
Si -2.21556 0.73740 3.10604
C -3.56431 1.89767 3.57794
C -0.64145 1.01813 4.03706
C -2.67798 -1.05527 3.03071
H -0.57283 5.03762 -1.34842
H -1.87375 3.92817 -1.82079
H -0.31253 3.28849 -1.25058
H -3.47576 5.70490 0.80741
H -3.76457 4.33509 1.88087
H -4.08237 4.19032 0.13564
H -0.82143 5.62945 2.28769
H 0.50908 4.70693 1.55898
H -0.54480 3.96316 2.78305
H -2.95725 -1.67914 -0.04651
H -4.36519 -1.68635 -1.12625
H -4.56175 -1.22193 0.56328
H -1.85200 0.76097 -2.47611
H -3.15324 1.92583 -2.78725
H -3.38559 0.23338 -3.19197
H -5.21458 1.87397 0.67351
H -6.01835 1.04884 -0.65522
H -5.16009 2.54713 -0.97381
H -3.17604 2.90147 3.76665
H -4.01838 1.54979 4.51337
H -4.35864 1.94889 2.83331
H -0.27634 2.04451 3.95477
H 0.14933 0.33048 3.72353
H -0.83303 0.83382 5.10037
H -3.72213 -1.19279 2.74828
H -2.55061 -1.47863 4.03369
H -2.05093 -1.62781 2.34254
S -0.39486 -2.03840 -1.25112
C -0.91115 -2.15549 -2.88471
N -1.70136 -3.11014 -3.29206
C -2.12151 -3.10555 -4.70714
C -1.15393 -2.17221 -5.44217
S -0.42170 -1.10082 -4.15078
H -2.04296 -3.81441 -2.64918
H -3.15018 -2.75578 -4.77152
H -2.07846 -4.11563 -5.10699
H -1.65972 -1.54760 -6.17293
H -0.34370 -2.70671 -5.93055
C 3.31852 -4.57388 1.02580
N 4.06210 -3.37520 0.38648
C 4.94097 -2.72698 1.48194
N 4.13793 -2.35746 2.59388
C 3.45397 -3.52632 3.15872
N 2.57860 -4.14322 2.15862
C 1.41740 -3.32491 1.83612
P 1.94244 -1.70049 1.08724
C 3.10033 -2.38261 -0.19775
C 3.24312 -1.23470 2.34251
H 4.08642 -5.29125 1.31002
H 2.67875 -5.00367 0.25778
H 4.66862 -3.72841 -0.35733
H 5.44166 -1.87156 1.03228
H 5.67842 -3.47546 1.76639
H 2.86616 -3.22286 4.02272
H 4.19589 -4.25233 3.48764
H 0.84859 -3.12977 2.74626
H 0.75696 -3.84806 1.14306
H 3.67001 -1.56633 -0.64405
H 2.52280 -2.86569 -0.98612
H 2.75693 -0.94502 3.27430
H 3.80911 -0.37306 1.98869

(9)
Density functional theory data (ωB97M-V/def2-TZVPD) for a cluster of 3 separate species, C2H10NO3 in total in a non-equilibrium geometry.

Values from the calculation:
Total charge ... -1
HOMO-LUMO gap ... 7.84 eV
Energy above the lowest of the compared OMol25 structures with the same formula, charge and spin ... 8.9 kcal/mol

Cartesian coordinates (Å):
C 1.17462 -0.91316 -0.32347
O 0.09784 -0.32873 -0.88084
C 1.79330 -0.12368 0.84274
N 0.91214 0.42873 1.89861
H 0.94738 -1.91826 0.13006
H 2.08086 -1.07726 -0.96129
H 2.46645 -0.79855 1.36334
H 2.39532 0.72086 0.48856
H 0.22931 0.97760 1.38683
H 0.52226 -0.39130 2.34935
H -1.40925 -0.79072 0.07399
H -1.72958 -0.74712 1.63784
O -2.11127 -0.83770 0.76852
H -1.98756 1.07348 -2.03930
H -0.51533 1.19197 -2.03974
O -1.30902 1.73852 -2.19840